Record 1
C16H19OReS4SbSiTe4 | ωB97M-V/def2-TZVPD

```
47
Properties=species:S:1:pos:R:3:forces:R:3
Re -0.14676 -0.27097 -0.76223 0.2 -1.1 -0.3
Te 2.39644 1.69455 0.53846 -0.1 0.1 0.0
Te -1.31761 4.09907 -0.07295 0.0 0.0 0.0
Te -3.25242 3.03891 -1.68061 0.0 -0.1 0.0
Te -2.14361 1.51832 0.26757 -0.2 0.5 0.2
S 0.84893 0.01432 1.25538 0.0 -0.1 0.0
Sb 1.93537 -2.61570 0.64826 0.3 0.2 0.0
S 1.05636 1.51128 -1.46434 0.1 0.1 0.0
S 0.89233 -2.00733 -1.65086 0.0 0.2 0.0
S 4.02745 -2.03981 0.41582 -0.1 0.0 0.0
C -3.33966 -3.69122 1.50245 0.0 0.0 0.0
C -3.04853 -3.75723 -0.00679 -0.1 0.3 -0.1
C -1.76024 -4.55943 -0.22080 0.0 -0.1 -0.1
C -4.23393 -4.43208 -0.71360 0.0 0.0 0.0
Si -2.81458 -1.99450 -0.64107 -0.5 -0.3 -0.2
O -1.57873 -1.29816 0.19987 0.2 0.4 0.2
C -2.24654 -1.84274 -2.44367 0.0 0.0 0.1
C -2.15164 -2.85669 -3.38825 0.0 0.0 0.0
C -1.53813 -2.63344 -4.61767 0.0 0.0 0.0
C -1.00193 -1.39335 -4.94117 0.0 0.1 0.0
C -1.08910 -0.35642 -4.02647 0.0 -0.1 0.0
C -1.70614 -0.59228 -2.79829 0.1 0.1 0.0
C -4.33434 -0.88977 -0.51341 0.1 -0.2 -0.1
C -4.99282 -0.44746 -1.66805 0.0 0.0 0.0
C -6.08651 0.40445 -1.58923 0.0 0.0 0.0
C -6.54668 0.82962 -0.34916 0.0 0.0 0.0
C -5.91918 0.38942 0.80905 0.0 0.0 0.0
C -4.82713 -0.46338 0.72566 0.0 0.1 -0.1
H -3.38850 -4.70918 1.90460 0.0 0.1 0.0
H -4.30070 -3.21442 1.70924 0.0 0.0 0.0
H -2.55772 -3.15328 2.04506 0.0 0.0 0.0
H -1.90841 -5.58955 0.12175 0.0 0.0 0.0
H -0.93983 -4.13150 0.35940 0.0 0.0 0.0
H -1.44813 -4.59390 -1.26980 0.0 0.0 0.1
H -4.38592 -5.43224 -0.29209 0.0 0.1 0.0
H -4.07538 -4.54976 -1.78848 0.0 0.0 0.0
H -5.16004 -3.86769 -0.57329 0.0 0.0 0.0
H -2.53524 -3.84630 -3.17154 0.0 0.0 0.0
H -1.47210 -3.44604 -5.33097 0.0 0.0 0.0
H -0.52382 -1.23941 -5.89998 0.0 0.0 0.0
H -0.68934 0.62482 -4.25395 0.0 0.0 0.0
H -1.89601 0.28956 -2.17096 -0.1 0.0 -0.1
H -4.65020 -0.77256 -2.64575 0.0 0.0 0.1
H -6.58706 0.72847 -2.49522 0.0 0.0 0.1
H -7.39742 1.49691 -0.28529 0.0 0.0 0.0
H -6.28231 0.70927 1.77856 0.0 0.0 0.0
H -4.33666 -0.77727 1.63938 0.0 0.0 0.0
```
Positions in Å, forces in eV/Å.

ΔE to the lowest compared entry with this formula, charge and spin ... 0.000 eV
Energy ... -108004.4512 eV
Charge ... +1
Molecular weight ... 1202.048 g/mol
Frontier orbital gap (spin up / spin down) ... 5.4895 / 5.2452 eV
E_LUMO (spin up / spin down) ... -0.195 / -0.203 Ha

Atomic partial charges in e from the Mulliken method, atoms 1 to 6: atom 1 (Re): 0.164, atom 2 (Te): 0.232, atom 3 (Te): -0.095, atom 4 (Te): -0.027, atom 5 (Te): 0.555, atom 6 (S): -0.246

=====

Record 2
C4H9O2Si | ωB97M-V/def2-TZVPD

```
16
Properties=species:S:1:pos:R:3:forces:R:3
C 1.46785 0.22315 -0.03540 0.6 0.0 -0.4
C -0.45377 0.69548 1.25286 -2.6 3.8 -1.2
C -0.49007 0.94045 -1.38300 1.2 -4.7 -0.3
C -0.03497 0.20400 -0.11686 0.9 -2.0 0.8
O 1.90325 -0.99020 -0.03512 0.1 -0.8 -0.3
O 2.14726 1.23531 0.05390 0.3 0.5 -0.1
Si 0.01334 -1.71411 0.02790 -0.9 0.6 1.0
H -1.46590 0.30474 1.57610 1.1 0.5 -0.3
H -0.54095 1.87176 1.02114 -0.2 -2.0 1.2
H 0.26028 0.64347 2.05115 0.5 -0.5 0.2
H -1.47169 1.17275 -1.23391 -2.9 0.7 -0.3
H -0.31034 0.20230 -2.30437 -0.5 2.0 1.8
H 0.08681 1.78262 -1.38035 1.6 2.5 -0.7
H -1.47492 -2.12012 0.48428 0.3 0.3 -0.6
H 0.48736 -2.26018 1.40197 0.0 -0.1 -0.9
H -0.12352 -2.19142 -1.38029 0.6 -0.6 0.2
```
Positions in Å, forces in eV/Å.

ΔE to the lowest compared entry with this formula, charge and spin ... 0.956 eV
Energy ... -16266.7168 eV
Charge ... -1
Molecular weight ... 117.200 g/mol
Frontier orbital gap ... 8.1711 eV
E_LUMO ... 0.144 Ha

Atomic partial charges in e from the Mulliken method, atoms 1 to 6: atom 1 (C): 0.285, atom 2 (C): -1.510, atom 3 (C): -1.618, atom 4 (C): 1.265, atom 5 (O): -0.584, atom 6 (O): -0.729

=====

Record 3
C22H48ClN3NbO12P3 | ωB97M-V/def2-TZVPD

```
90
Properties=species:S:1:pos:R:3:forces:R:3
C 4.68850 -2.30414 4.40563 1.2 -1.0 -0.3
C 5.11998 -1.85307 2.97745 -0.9 0.3 1.3
Nb 4.10138 0.06285 2.19103 2.5 0.2 -0.8
N 5.01774 1.19655 3.70921 -0.4 -0.7 -1.6
C 5.89332 0.23753 0.78569 0.5 0.0 0.4
C 7.12732 0.97409 1.37232 0.4 0.4 -0.9
C 6.97094 2.52260 1.34608 -0.4 -0.7 -0.6
N 7.77522 3.07748 0.20960 -0.3 0.2 0.2
C 2.95491 -1.19948 0.72319 -0.3 0.2 -0.2
C 2.16427 -0.53364 -0.43054 -0.9 -1.1 -0.6
C 0.67926 -0.15362 -0.11637 0.4 -0.1 -1.5
N 0.49059 1.28105 -0.29309 -0.7 -0.5 1.3
C -0.85974 1.77833 -0.01594 0.2 1.5 -0.2
C -0.67103 3.19233 0.58533 -0.4 -1.0 -1.0
C -0.06124 4.14914 -0.22648 -0.3 0.2 0.9
C 0.16815 5.39781 0.31470 0.6 0.9 -0.7
C -0.18467 5.72422 1.61240 -0.1 0.0 0.4
C -0.83098 4.79329 2.40548 0.2 0.1 -0.3
C -1.06564 3.53072 1.86700 -0.2 0.1 0.7
O -1.70488 2.63456 2.70297 -0.4 0.1 -0.2
C 3.19706 2.06408 1.50613 -1.9 2.7 0.1
O 3.52405 2.40471 0.34075 1.1 -1.7 -0.1
O 2.52437 2.78509 2.25843 0.3 -0.6 0.8
P 2.18997 -0.37832 3.91833 -0.3 -0.6 0.4
O 2.64756 0.31687 5.39314 -0.5 0.2 -0.3
Cl 0.41275 0.60226 3.47524 0.0 0.2 0.1
H 4.71595 -1.50158 5.15480 -0.4 -0.1 -0.3
H 3.73871 -2.85087 4.40262 0.0 0.5 0.1
H 5.44655 -3.04661 4.74577 -0.3 0.2 0.1
H 6.20987 -1.68475 3.02361 -0.3 0.1 -0.4
H 4.87682 -2.64944 2.25751 0.3 0.2 0.1
H 4.94285 2.19349 3.53289 0.0 0.0 0.5
H 5.96310 0.89925 3.92512 0.0 0.2 0.2
H 6.24795 -0.77064 0.49725 -0.4 0.2 0.0
H 5.59279 0.78835 -0.12070 -0.1 -0.3 0.1
H 7.47588 0.59735 2.34472 -0.4 0.1 -0.1
H 7.97135 0.77628 0.67662 0.0 0.0 0.4
H 5.91768 2.74554 1.11008 0.2 -0.1 0.6
H 7.26935 2.98936 2.29297 0.0 0.0 -0.3
H 7.26013 3.90529 -0.08953 0.3 0.0 0.0
H 7.64535 2.43804 -0.57365 0.0 0.0 0.1
H 2.29048 -1.89910 1.27178 0.1 0.2 -0.2
H 3.70381 -1.86416 0.24319 0.0 0.3 0.3
H 2.06900 -1.30129 -1.22902 0.2 0.2 0.2
H 2.66621 0.30845 -0.92701 0.0 0.0 0.6
H 0.03199 -0.66393 -0.87155 0.2 -0.2 0.4
H 0.36558 -0.54476 0.85724 0.1 0.6 0.1
H 0.77806 1.58902 -1.21138 0.2 -0.2 0.1
H -1.45114 1.89305 -0.94550 0.0 -0.1 0.3
H -1.46044 1.15250 0.65408 0.6 -0.3 -0.1
H 0.23950 3.93611 -1.24999 -0.1 -0.1 0.2
H 0.65767 6.16034 -0.29566 -0.1 -0.2 0.1
H 0.04180 6.70494 2.03074 0.0 -0.1 -0.2
H -1.14214 5.04689 3.41744 0.0 -0.3 -0.2
H -2.26675 2.07168 2.15893 0.2 -0.1 0.1
H 1.85798 0.68380 5.81171 0.1 -0.1 0.0
C -5.43092 -0.96729 -4.12489 0.0 0.0 0.3
O -4.98478 -0.00217 -3.16357 1.4 -1.3 -1.6
P -4.04414 1.31416 -3.73198 -2.6 4.4 3.5
O -3.89831 1.91439 -2.35458 0.3 -0.8 -0.2
O -5.36751 1.90098 -4.54108 0.2 0.1 -0.6
C -6.48935 2.32580 -3.78853 -0.2 -0.3 0.0
O -3.05445 2.45449 -4.51314 1.1 -2.2 -1.1
C -3.45614 3.80759 -4.47663 -0.4 0.2 -0.2
H -5.09939 -1.95883 -3.81276 0.0 0.0 -0.1
H -6.52331 -0.95292 -4.15712 0.0 0.0 0.0
H -5.04235 -0.75897 -5.12319 -0.1 0.0 0.0
H -6.37912 2.12031 -2.72360 0.1 0.0 0.0
H -7.37869 1.80755 -4.15778 0.0 0.0 0.0
H -6.62195 3.40083 -3.93520 0.0 0.0 0.0
H -3.84838 4.08340 -3.49649 0.0 -0.1 0.0
H -4.20504 4.00330 -5.24914 0.0 0.1 0.1
H -2.57385 4.41476 -4.68625 0.1 -0.1 0.0
C -6.00908 -8.05374 -1.59961 0.0 -0.3 0.0
O -4.95443 -7.32141 -2.22898 -2.5 1.4 -0.3
P -4.89161 -5.63290 -1.94972 6.6 1.1 1.5
O -3.68965 -5.36785 -2.80555 -1.1 -0.4 -0.2
O -4.51849 -5.87535 -0.36363 -0.6 0.4 -0.2
C -3.24697 -6.41782 -0.03405 0.1 -0.4 0.1
O -5.37603 -4.05244 -1.64246 -2.6 -1.8 -1.3
C -4.47748 -3.21217 -0.92511 0.4 0.2 0.7
H -6.56808 -8.60151 -2.36097 0.0 0.0 0.0
H -5.57294 -8.77026 -0.89966 0.0 0.1 0.0
H -6.69504 -7.40252 -1.05560 0.0 -0.1 0.1
H -2.67680 -6.70976 -0.91576 -0.1 0.1 -0.1
H -3.39286 -7.29637 0.59928 0.0 0.0 0.0
H -2.68357 -5.66984 0.52605 -0.1 0.0 0.0
H -3.44439 -3.35452 -1.24254 -0.1 -0.1 -0.1
H -4.56701 -3.39558 0.14684 0.1 0.0 -0.1
H -4.76304 -2.17921 -1.12535 -0.1 -0.1 -0.2
```
Positions in Å, forces in eV/Å.

Energy ... -94564.5442 eV
Charge ... -2
Molecular weight ... 767.916 g/mol
Frontier orbital gap ... 1.3346 eV
E_LUMO ... 0.045 Ha

Atomic partial charges in e from the Mulliken method, atoms 1 to 6: atom 1 (C): -1.387, atom 2 (C): -0.266, atom 3 (Nb): -0.684, atom 4 (N): -0.586, atom 5 (C): -0.670, atom 6 (C): -0.939

=====

Record 4
C7H26NO5 | ωB97M-V/def2-TZVPD

```
39
Properties=species:S:1:pos:R:3:forces:R:3
C 1.15769 -1.42248 -1.22156 1.8 -0.3 0.5
C 0.49175 -0.42935 -2.13414 0.6 1.6 -0.6
C -1.01678 -0.25196 -1.95632 0.9 0.9 -0.4
C -1.47557 -0.11735 -0.50963 -0.3 1.3 1.2
C -0.81549 1.03934 0.19570 2.9 -5.6 -3.3
C -1.49679 1.99383 0.79786 -1.6 5.7 3.3
C -0.81670 3.13823 1.50564 0.0 -0.7 -0.7
N 0.56401 -2.81487 -1.33635 -0.3 -1.2 -1.8
H 2.27122 -1.47085 -1.40831 -1.4 -0.1 0.0
H 1.13356 -1.15831 -0.14165 -0.3 -0.3 -0.8
H 1.00475 0.56853 -1.98585 -0.4 -1.2 0.0
H 0.70025 -0.62682 -3.21036 -0.1 -0.2 0.7
H -1.52497 -1.07524 -2.38703 -0.8 -0.8 -0.4
H -1.32562 0.66234 -2.49736 0.1 -0.6 0.1
H -1.26742 -1.03983 0.06559 0.2 0.1 -0.2
H -2.54504 0.03028 -0.45648 -0.4 -0.1 -0.1
H 0.31805 0.92837 0.14162 -1.3 1.0 0.4
H -2.59625 2.07908 0.86146 0.5 -0.6 -0.4
H 0.27194 3.04508 1.49463 -0.2 0.0 0.1
H -1.07802 4.11872 1.03886 -0.2 -0.5 0.1
H -1.20575 3.23294 2.53121 0.0 0.0 -0.1
H -0.10501 -2.88210 -2.19688 1.6 -0.1 1.9
H 1.31209 -3.57887 -1.42880 -1.3 1.4 0.0
H 0.03385 -3.02793 -0.46085 0.0 -0.2 -0.1
H 1.91050 0.48561 3.12034 0.1 -0.2 -0.2
H 0.82116 -0.39233 2.46352 -0.5 -0.3 0.5
O 1.68523 -0.01769 2.32524 0.7 0.6 0.0
H -1.20583 -0.94223 3.47562 -1.0 -0.4 2.6
H -1.34219 -0.15788 2.18893 0.4 -0.9 0.6
O -0.83747 -0.87944 2.63205 0.0 1.4 -2.7
H 0.13538 3.49862 -2.89448 -0.1 -0.3 0.5
H -0.11880 2.67800 -1.56224 0.2 0.8 0.2
O -0.02688 2.61901 -2.50970 -0.1 -0.2 -0.7
H -0.52792 -2.30952 1.77260 0.0 -1.1 -0.2
H -0.82370 -3.89053 1.73294 0.6 1.1 -0.6
O -0.39748 -3.13864 1.24687 -0.5 -0.3 0.5
H 3.58759 0.82631 -0.00402 2.0 1.0 0.3
H 2.38431 0.26798 0.80357 0.8 0.2 -0.3
O 2.76634 0.41198 -0.09225 -2.4 -0.8 0.0
```
Positions in Å, forces in eV/Å.

Spin multiplicity ... 2
Energy ... -19390.1688 eV
Charge ... +2
Molecular weight ... 204.287 g/mol
Frontier orbital gap (spin up / spin down) ... 9.9570 / 5.1553 eV
E_LUMO (spin up / spin down) ... -0.263 / -0.439 Ha

Atomic partial charges in e from the Mulliken method, atoms 1 to 6: atom 1 (C): -0.732, atom 2 (C): -0.411, atom 3 (C): -1.136, atom 4 (C): 0.093, atom 5 (C): -0.748, atom 6 (C): 0.432